A 2-piece molecular cluster, C4H15N2O overall at a distorted geometry, computed with the ωB97M-V functional and the def2-TZVPD basis.

Total energy in eV: -9411.23318
LUMO energy in eV: -3.03
ΔE to the lowest compared entry with this formula, charge and spin in kJ/mol: 234.4
Kohn-Sham gap in eV: 10.301
F_max in hartree/bohr: 0.108

```
! RIJCOSX wB97M-V def2-TZVPD def2/J DEFGRID3
* xyz 1 1
C 1.473 1.619 -0.242
C 1.267 0.692 -1.384
C -0.219 0.174 -1.381
C -1.576 -1.745 -0.605
N -0.482 -0.844 -0.419
N 1.231 0.945 1.059
H 0.715 2.412 -0.416
H 2.539 2.091 -0.242
H 1.263 1.146 -2.363
H 2.040 -0.127 -1.387
H -0.334 -0.167 -2.486
H -1.066 0.900 -1.208
H -1.199 -2.794 -0.989
H -2.381 -1.435 -1.186
H -2.050 -1.970 0.452
H 0.367 -1.522 -0.270
H -0.646 -0.380 0.694
H 1.850 0.157 1.296
H 1.098 1.490 1.796
H -2.032 0.053 2.305
H -0.588 -0.255 2.808
O -1.312 -0.593 2.299
*
```

Atomic partial charges in e from the natural (NBO) method, atoms 1 to 8: -0.228, -0.418, -0.236, -0.446, -0.611, -0.876, 0.207, 0.204